No. 1
Computed, not measured: C2H6N4 in the gas phase at a distorted geometry, with the ωB97M-V functional and the def2-TZVPD basis.

Calculated values
**Gap between HOMO and LUMO**: 9.54 eV
**LUMO**: 0.82 eV
**ΔE to the lowest compared entry with this formula, charge and spin**: 50.8 kcal per mole
**Total energy**: -298.7679 Ha
**HOMO**: -0.3207 Ha

```
! wB97M-V def2-TZVPD RIJCOSX def2/J DEFGRID3
* xyz 0 1
H 1.08035 -1.68542 0.68722
N 1.50037 -0.86323 1.03278
C 0.89244 0.13491 0.73157
N 1.04299 1.28653 1.41138
N -0.29433 0.14383 -0.16202
N -0.56813 -1.00382 -0.76117
C -1.47342 -0.88062 -1.67765
H 1.48465 1.30187 2.28032
H 0.78837 2.20134 1.02331
H -0.60838 1.09457 -0.48430
H -1.89955 0.05092 -2.04687
H -1.94537 -1.78087 -2.03458
*
```

No. 2
Computed, not measured: a molecular structure, C26H36N4O4RhSSi, with the ωB97M-V functional and the def2-TZVPD basis.

Calculated values
**Gap between HOMO and LUMO**: 7.60 eV
**LUMO**: -3.21 eV
**ΔE to the lowest compared entry with this formula, charge and spin**: 12.9 kcal per mole
**Total energy**: -2330.4794 Ha
**HOMO**: -0.3972 Ha

```
! wB97M-V def2-TZVPD RIJCOSX def2/J DEFGRID3
* xyz 1 1
Rh 0.62971 1.59247 -0.57604
C -2.15484 -2.92314 0.66240
Si -1.87036 -2.29218 2.39513
C -3.45565 -1.66786 3.15329
C -1.09979 -3.62097 3.45873
C -0.65115 -0.83386 2.37125
C -0.02565 -0.41516 3.54480
C 0.82347 0.69119 3.59406
C 1.05952 1.39932 2.43589
N 0.47812 0.99821 1.30373
C -0.34724 -0.05826 1.25448
S -0.89342 -0.07549 -0.41172
H -2.69850 -3.87014 0.71384
H -1.21614 -3.09955 0.13328
H -2.75598 -2.23441 0.06600
H -4.18651 -2.47440 3.24261
H -3.90011 -0.88003 2.54183
H -3.28555 -1.26166 4.15252
H -1.73215 -4.51151 3.46144
H -0.98229 -3.30532 4.49721
H -0.11769 -3.90694 3.07748
H -0.20968 -0.95895 4.46514
H 1.27966 1.00546 4.52147
H 1.67363 2.28671 2.37949
C 0.92556 -5.68485 0.15580
C 1.49531 -4.29863 0.08606
C 2.19083 -3.75567 1.16060
C 2.71910 -2.47613 1.11130
C 3.46438 -1.94037 2.30621
C 2.50005 -1.70231 -0.04533
C 3.04242 -0.35763 -0.06323
O 2.54734 0.63641 -0.59621
C 1.82968 -2.24330 -1.16217
C 1.72028 -1.50439 -2.46517
C 1.34473 -3.53568 -1.06978
H 1.21072 -6.18915 1.07717
H 1.26640 -6.28675 -0.68719
H -0.16494 -5.65002 0.10817
H 2.34041 -4.35364 2.05214
H 3.56031 -2.71512 3.06409
H 2.94457 -1.09346 2.75805
H 4.47204 -1.61067 2.04637
H 3.99919 -0.20573 0.45431
H 2.66158 -1.02589 -2.73694
H 0.96942 -0.72078 -2.40758
H 1.43955 -2.19249 -3.26095
H 0.84676 -3.97087 -1.92905
C -0.99552 6.11524 1.24244
N -1.35614 5.02571 0.34149
C -2.52468 5.03030 -0.37347
C -2.85135 4.04246 -1.21657
C -1.95547 2.90971 -1.39184
O -2.14406 2.01124 -2.19636
N -0.82922 2.93085 -0.58644
C -0.49167 3.95943 0.24171
O 0.57850 3.94287 0.85395
H -1.65024 6.95952 1.04402
H 0.03764 6.40398 1.06982
H -1.10148 5.80737 2.28176
H -3.15586 5.89472 -0.21941
H -3.76656 4.06382 -1.78606
C -0.34889 3.24689 -5.63841
N -0.02679 2.40255 -4.49827
C -0.56566 1.05012 -4.51957
C 0.72263 2.85399 -3.51725
O 1.08914 2.21878 -2.50806
H -0.02465 2.76341 -6.55965
H 0.15445 4.20637 -5.54529
H -1.42565 3.40873 -5.68161
H -1.59966 1.08962 -4.85384
H -0.54847 0.63969 -3.52052
H 0.02070 0.43356 -5.20336
H 1.07187 3.88261 -3.65420
*
```

No. 3
Computed, not measured: a molecular structure, C10H6MnN2O3S at a distorted geometry, with the ωB97M-V functional and the def2-TZVPD basis.

Calculated values
**Gap between HOMO and LUMO (alpha / beta)**: 6.22 / 4.56 eV
**LUMO (alpha / beta)**: -9.33 / -10.94 eV
**Total energy**: -2268.4018 Ha
**HOMO (alpha / beta)**: -0.5714 / -0.5696 Ha
**Expectation value of S²**: 8.78

```
! wB97M-V def2-TZVPD RIJCOSX def2/J DEFGRID3
* xyz 2 6
O 4.38695 -1.52254 -3.58642
C 3.55816 -0.98963 -3.02420
Mn 1.35508 0.42803 -1.52830
C 0.46297 0.67629 -3.07593
C 2.53707 1.66647 -0.96077
O -0.10544 0.83461 -4.06144
O 3.28968 2.45543 -0.59969
N -0.59503 2.85047 -0.74502
C -0.82072 1.68414 0.02065
N -0.11311 0.53546 -0.13858
C -0.54025 -0.42032 0.72617
C -0.02434 -1.71228 0.82264
C -0.58048 -2.58713 1.77526
C -1.63456 -2.16398 2.61156
C -2.14376 -0.86261 2.50498
C -1.57970 -0.01696 1.55816
S -1.99784 1.57426 1.22633
H -1.16259 3.69440 -0.58270
H 0.13279 2.87503 -1.47119
H 0.78331 -2.03560 0.18043
H -0.19798 -3.59412 1.86802
H -2.05651 -2.84423 3.33972
H -2.95371 -0.52518 3.14031
*
```